Here is 16 unconnected molecules or ions with the total composition C53H96O48 from OMol25. Energies are from wB97M-V/def2-TZVPD.

CARTESIAN COORDINATES (ANGSTROEM)
O: 1.889495 -1.498516 3.038780
O: 0.607805 0.974314 -4.424530
O: 2.406375 1.698534 6.615620
O: -1.370665 -3.963596 3.192840
O: 3.962085 0.618204 1.745250
O: 2.564745 -4.389656 -2.879590
O: -1.065265 -5.638896 4.640470
O: 2.290585 2.321964 -4.398690
O: 6.819455 -2.447606 -3.604650
O: 4.575915 -5.627256 -2.700760
O: 5.034265 5.111904 1.119170
O: 3.023085 4.263494 0.355690
O: -6.351835 3.540574 1.083450
O: 5.340615 -0.027496 0.234130
O: 0.126555 1.074454 0.049350
O: 1.167365 -1.472276 5.222340
O: -5.399525 -3.038496 0.708370
O: -5.377795 3.261454 -2.635610
O: -2.139195 4.465794 2.454010
O: -3.503545 2.106194 -3.172090
O: 0.167615 -0.936326 -0.589150
O: 4.991085 3.527334 -0.510360
O: 0.843745 2.113104 5.176280
O: -0.543325 5.939394 1.859730
O: 2.363535 -5.060706 1.203060
O: 0.116275 8.089764 -1.857410
O: -7.157965 2.346894 2.798540
O: -2.204995 -2.618986 -2.717570
O: -2.403005 5.951534 0.779120
O: 0.217885 3.252184 -4.236540
O: 1.502225 7.100624 -0.427160
O: 0.983555 -5.960116 -0.285790
O: -4.229565 -4.925026 0.083670
O: -5.632255 1.361634 1.610680
O: 0.598135 9.154404 0.101720
O: -3.821355 4.283734 -3.733000
O: 4.348835 -3.694436 -1.765840
O: 2.743215 -7.193746 0.351110
O: 6.149005 1.120114 2.089890
O: -0.275165 -1.103506 3.469940
O: 1.902645 0.493364 -1.173300
O: -4.206635 -1.796736 -2.344020
O: -3.835935 -2.936146 -4.306160
O: 6.650185 -1.709716 -5.756070
O: 5.376955 -0.944716 -4.018440
O: -3.052025 -5.315746 3.931260
O: 0.710495 3.049404 7.312850
O: -5.973495 -4.291286 -1.152080
C: 0.841385 0.207704 -0.579260
C: -5.892255 2.117274 -1.960170
C: -7.133945 1.016434 3.258640
C: 2.089505 -6.177826 0.385170
C: -5.249615 -4.009246 -0.046460
C: -5.380615 -5.331856 -1.940740
C: 4.157005 -6.771656 -3.430680
C: 0.221565 -5.215896 4.935020
C: -4.285765 -7.247786 -0.349380
C: 2.918155 3.532344 -4.646920
C: -1.428125 -1.111656 4.293310
C: 3.329035 1.934684 7.698980
C: 4.780615 0.094704 -4.768600
C: -6.400875 2.518564 1.761440
C: 1.303435 2.369214 6.478890
C: -4.194935 -5.866366 -1.000600
C: -1.183385 -3.429786 -3.378720
C: 0.183155 6.784074 -2.329000
C: 1.267335 -4.176546 1.192130
C: 0.726965 8.193554 -0.660350
C: 3.666855 -2.477056 -1.327840
C: 0.983655 -1.353416 4.032780
C: 3.208825 -1.994266 3.281410
C: 4.239015 4.281814 0.302870
C: 6.598985 -0.014376 -0.462430
C: 3.748795 -4.539746 -2.556160
C: 6.309165 -1.727476 -4.577760
C: -1.832745 -4.891636 3.856720
C: 4.290045 5.858524 2.083890
C: 1.264385 6.107354 -1.362790
C: -0.744975 0.638424 -4.264420
C: -5.201035 -0.697296 2.952360
C: 4.361025 2.731694 -1.480460
C: -2.260875 1.444134 0.413920
C: -3.443125 -2.508076 -3.202580
C: 0.996065 2.285974 -4.297750
C: -1.701685 5.335624 1.735460
C: 5.254065 0.619784 1.440590
C: -5.518795 -1.540206 -2.668430
C: 7.965825 -3.314386 -3.828180
C: -1.120805 -0.801816 -0.076150
C: -4.066015 -4.649786 3.179300
C: -0.443705 2.472884 4.683160
C: -3.639845 5.393594 0.212560
C: -4.192245 3.112524 -3.232780
C: 0.421255 -4.723416 0.022240
C: -2.580595 4.465194 -4.420920
C: -1.036255 0.511634 0.634930
C: 0.473625 6.813944 -3.856750
C: 0.386765 5.356494 2.741110
C: -6.230235 0.252214 2.254710
C: 3.459415 1.564824 2.623200
C: -1.024285 -4.952076 0.382440
H: -5.019705 -5.092946 -2.941130
H: -4.703145 -7.998546 -1.020380
H: 8.113715 -3.949136 -2.954500
H: 3.144885 -2.967826 3.767410
H: -1.817895 4.530844 -3.644980
H: 3.776155 -1.326986 3.930240
H: -6.681185 1.109704 4.245760
H: 4.892655 0.097234 -5.852820
H: 0.645815 -5.839816 5.721690
H: -3.284755 -7.653276 -0.202200
H: -3.405405 4.517294 -0.391790
H: 3.906065 1.859954 -1.010150
H: 2.374005 1.523864 2.714350
H: -3.129155 0.966564 0.867920
H: 0.704215 4.338064 2.517270
H: 7.906805 -4.029686 -4.648510
H: -5.012505 -5.189256 3.144210
H: -1.485855 -5.248266 -0.559530
H: -0.454135 2.326384 3.603100
H: -1.485865 1.258724 -4.768810
H: 3.795775 2.580264 2.413800
H: 2.584015 4.200454 -3.853130
H: 3.639715 3.379954 -1.978030
H: -0.065765 5.401834 3.731690
H: -1.042725 -2.933786 -4.339080
H: -4.307155 -0.896596 2.361310
H: 0.931175 -5.252906 4.108470
H: 3.773155 1.214564 3.606550
H: 2.828345 1.745524 8.648520
H: 0.798705 5.220334 -0.933320
H: 0.455545 -4.026496 -0.815150
H: -1.475895 -0.249936 4.959090
H: 3.565735 6.500664 1.582780
H: 0.269085 -4.181756 5.276180
H: 1.633275 -3.193656 0.895270
H: 3.746185 5.142334 2.699840
H: -1.234705 -5.646456 1.195870
H: 6.552795 0.697324 -1.286720
H: -4.775175 -0.118486 3.771950
H: -5.262355 1.545834 -1.278410
H: -6.067765 -2.459086 -2.874290
H: -6.031245 -1.001786 -1.871180
H: -0.301985 -3.241436 -2.765730
H: -4.802125 -7.165216 0.606990
H: 3.180535 -6.541366 -3.856800
H: 1.242335 6.027344 2.663160
H: -4.131145 6.090804 -0.466130
H: 2.236315 5.926624 -1.821890
H: 4.906705 6.481624 2.731640
H: -2.301675 -0.970096 3.656940
H: 4.926665 -7.118896 -4.120000
H: -2.584125 5.310804 -5.108700
H: -6.289245 1.398834 -2.677340
H: -0.697465 3.531984 4.638330
H: -1.605415 -2.022376 4.865370
H: 4.168975 1.251424 7.573450
H: -4.296135 5.057104 1.015150
H: -1.930755 -0.761546 -0.804480
H: -1.028975 0.554194 -3.215440
H: -1.458935 -4.473486 -3.529960
H: 3.715575 2.934984 7.894160
H: -0.376465 7.220144 -4.404890
H: -5.695445 -1.573116 3.372600
H: -5.695335 -0.849096 -3.492630
H: 4.078955 -7.599186 -2.725560
H: -6.820995 2.305474 -1.421550
H: -0.876915 0.303544 1.692950
H: 3.708835 0.148024 -4.577430
H: -2.457825 1.684344 -0.630890
H: -0.988795 -0.365366 -4.612380
H: -4.355035 -3.741116 3.707400
H: -2.414405 3.581604 -5.037160
H: -1.582685 -4.070826 0.698210
H: 2.577845 4.032354 -5.553710
H: 2.730475 -2.704946 -0.818570
H: -1.428465 -1.629376 0.563060
H: -6.777795 -0.365106 1.542530
H: 3.206435 -1.956916 -2.167820
H: 7.389515 0.242334 0.242740
H: 0.732975 -4.186266 2.142120
H: 5.097005 2.388494 -2.207550
H: -0.803315 6.331864 -2.226650
H: 0.652935 5.774424 -4.131250
H: -2.152485 2.379164 0.963530
H: 4.002375 3.427954 -4.687710
H: -1.265805 1.897164 5.108370
H: 3.807925 -2.021666 2.371240
H: 8.867515 -2.709226 -3.922150
H: -8.101425 0.515044 3.232450
H: -3.721675 -4.388756 2.178600
H: 4.199355 -1.823136 -0.637240
H: -3.269535 -5.819966 -1.574700
H: -6.152025 -6.095796 -2.037780
H: 6.775605 -1.002076 -0.888280
H: 5.241615 1.061204 -4.565030
H: 1.433175 7.315574 -3.982190

Atoms 1-2, force components in eV/Å:
-1.3 0.6 -0.3
1.0 1.2 0.0

Calculated values
**HOMO level**: -0.38226 hartree
**Total energy**: -5688.61933 hartree
**Total charge**: 0

Here are the Löwdin charges for atoms 1 to 99, given in e:
1 O -0.03
2 O 0.01
3 O 0.01
4 O 0.08
5 O -0.02
6 O 0.08
7 O 0.03
8 O 0.01
9 O 0.00
10 O -0.02
11 O -0.02
12 O 0.10
13 O 0.13
14 O -0.05
15 O 0.13
16 O 0.13
17 O 0.11
18 O 0.02
19 O 0.11
20 O 0.10
21 O 0.08
22 O 0.00
23 O -0.04
24 O 0.02
25 O 0.04
26 O 0.08
27 O 0.10
28 O -0.03
29 O 0.00
30 O 0.09
31 O 0.04
32 O 0.11
33 O 0.01
34 O 0.04
35 O 0.12
36 O 0.00
37 O 0.02
38 O 0.14
39 O 0.14
40 O -0.05
41 O 0.10
42 O 0.00
43 O 0.09
44 O 0.11
45 O 0.00
46 O 0.05
47 O 0.11
48 O 0.05
49 C -0.55
50 C -0.05
51 C -0.08
52 C -0.51
53 C -0.48
54 C -0.04
55 C -0.04
56 C -0.05
57 C -0.01
58 C -0.05
59 C -0.06
60 C -0.02
61 C -0.05
62 C -0.51
63 C -0.54
64 C -0.27
65 C 0.02
66 C -0.30
67 C -0.10
68 C -0.50
69 C 0.02
70 C -0.51
71 C -0.03
72 C -0.52
73 C -0.01
74 C -0.56
75 C -0.59
76 C -0.60
77 C -0.06
78 C -0.09
79 C -0.05
80 C -0.02
81 C -0.03
82 C 0.03
83 C -0.55
84 C -0.52
85 C -0.61
86 C -0.56
87 C -0.09
88 C -0.01
89 C -0.11
90 C -0.01
91 C -0.06
92 C 0.01
93 C -0.59
94 C -0.31
95 C -0.02
96 C -0.28
97 C -0.01
98 C -0.03
99 C -0.29